# C28H25BrCuOSi

A structure of composition C28H25BrCuOSi at a distorted geometry (the ωB97M-V functional and the def2-TZVPD basis, the OMol25 dataset).

Element x y z (Å)
1 C 1.7761 0.1066 -3.0102
2 C 0.7688 1.0593 -2.6105
3 C 1.2900 1.8357 -1.5316
4 H -0.2227 1.1995 -3.0319
5 C 2.5527 1.3127 -1.1745
6 C 2.8761 0.2087 -2.0312
7 H 3.8768 -0.1954 -2.2076
8 H 1.8656 -0.3172 -3.9990
9 H 0.8170 2.7187 -1.0999
10 H 3.1901 1.7385 -0.4091
11 Cu 2.1744 -1.7385 -1.8711
12 Br 0.5537 -3.3863 -2.0459
13 C 3.1304 -5.0921 -1.8384
14 C 4.3405 -4.5015 -2.1583
15 C 4.2920 -4.0293 -3.5118
16 H 5.2074 -4.4375 -1.5151
17 C 3.0350 -4.2882 -4.0381
18 C 2.2236 -4.9417 -3.0041
19 H 1.3946 -5.5783 -3.2571
20 H 2.8528 -5.5978 -0.9248
21 H 5.1393 -3.6090 -4.0416
22 H 2.7313 -4.2482 -5.0682
23 O -0.1072 -0.5562 -0.1033
24 Si -0.9519 0.4637 0.7401
25 C 0.0988 1.5595 1.8196
26 C -0.3409 2.6702 2.5472
27 C 0.5593 3.4420 3.2969
28 C 1.8992 3.0461 3.3800
29 C 2.3495 1.8950 2.7136
30 C 1.4442 1.1677 1.9421
31 C -2.1085 1.7043 -0.2182
32 C -3.1838 1.1591 -0.9456
33 C -4.0835 1.9755 -1.6189
34 C -3.9423 3.3717 -1.5673
35 C -2.9245 3.9212 -0.8064
36 C -2.0219 3.0947 -0.1132
37 C -2.0311 -0.4338 2.0287
38 C -3.0364 -1.3271 1.6078
39 C -3.8027 -2.0559 2.5184
40 C -3.5512 -1.8977 3.9011
41 C -2.5551 -1.0230 4.3503
42 C -1.8143 -0.2943 3.4052
43 H -1.3926 2.9739 2.5112
44 H 0.2028 4.3490 3.8292
45 H 2.6117 3.6345 3.9722
46 H 3.3984 1.5755 2.7706
47 H 1.7941 0.2725 1.4113
48 H -3.3019 0.0657 -1.0165
49 H -4.8891 1.5356 -2.2051
50 H -4.6731 4.0165 -2.0708
51 H -2.8133 5.0141 -0.7346
52 H -1.2307 3.5689 0.4739
53 H -3.2836 -1.4091 0.5446
54 H -4.6064 -2.7305 2.1793
55 H -4.0973 -2.5235 4.6234
56 H -2.3691 -0.8947 5.4390
57 H -1.1109 0.4504 3.7745

Cartesian forces (eV/Å) of the 3 atoms listed first:
-0.3 1.6 1.1
1.6 -0.1 0.0
0.7 -0.9 -0.6

Summary:
- HOMO energy (alpha / beta): -0.026 / -0.025 hartree
- Strongest force on any atom: 2.3 eV/A
- LUMO energy (alpha / beta): 4.842 / 4.691 eV
- Energy relative to the best compared isomer or geometry (same formula, charge and spin): 0.0 kcal per mole
- Gap between HOMO and LUMO (alpha / beta): 0.204 / 0.198 hartree
- Multiplicity: 2
- Total charge: -2

Taken from the natural (NBO) analysis, the atomic charges in e are: -0.43 -0.28 -0.31 0.19 -0.31 -0.55 0.21 0.21 0.19 0.18 0.76 -0.45 -0.29 -0.31 -0.28 0.19 -0.33 -0.19 0.21 0.20 0.19 0.19 -1.28 1.90 -0.48 -0.23 -0.24 -0.27 -0.18 -0.19 -0.43 -0.14 -0.24 -0.25 -0.23 -0.22 -0.35 -0.22 -0.23 -0.25 -0.24 -0.24 0.21 0.19 0.19 0.19 0.26 0.20 0.19 0.19 0.19 0.22 0.21 0.19 0.19 0.19 0.21


# C28H25F2N6O7Zr

A structure of composition C28H25F2N6O7Zr at a distorted geometry (the ωB97M-V functional and the def2-TZVPD basis, the OMol25 dataset).

Element x y z (Å)
1 Zr 0.2827 0.3330 0.0554
2 O -0.9041 1.8198 0.6289
3 C -1.3716 2.3642 1.7256
4 C -2.6356 2.9769 1.7094
5 C -3.1327 3.6054 2.8278
6 C -2.3911 3.6572 4.0140
7 C -1.1563 3.0529 4.0446
8 C -0.6371 2.3886 2.9251
9 C 0.6759 1.7840 3.0322
10 N 1.2241 1.0031 2.1894
11 C 2.6146 0.6237 2.4694
12 C 2.9939 -0.7005 1.7730
13 N 1.7692 -1.2861 1.2581
14 C 1.5577 -2.5228 1.4673
15 C 0.2518 -3.1436 1.3697
16 C 0.1299 -4.5295 1.5150
17 C -1.0973 -5.1286 1.6876
18 C -2.2264 -4.3077 1.7847
19 C -2.1271 -2.9400 1.6642
20 C -0.8936 -2.3122 1.3934
21 O -0.8159 -1.0179 1.2350
22 H -3.1967 2.9349 0.7829
23 H -4.1113 4.0689 2.7853
24 H -2.7819 4.1643 4.8867
25 H -0.5600 3.0756 4.9519
26 H 1.2270 2.0429 3.9415
27 H 2.7562 0.5303 3.5478
28 H 3.2643 1.4249 2.1181
29 H 3.4788 -1.3690 2.4864
30 H 3.6840 -0.5199 0.9563
31 H 2.3591 -3.1455 1.8744
32 H 1.0355 -5.1297 1.5002
33 H -1.1845 -6.2026 1.7821
34 H -3.1983 -4.7520 1.9668
35 H -3.0058 -2.3174 1.7735
36 O -6.5484 -0.2024 -2.9310
37 C -5.6982 0.6705 -3.2037
38 O -5.6914 1.5735 -4.0603
39 C -4.3629 0.5081 -2.4333
40 C -4.2896 -0.2901 -1.3014
41 C -3.0792 -0.4545 -0.6526
42 N -1.9482 0.1024 -1.0792
43 C -2.0237 0.8961 -2.1570
44 C -3.1922 1.1293 -2.8523
45 C -0.7142 1.5200 -2.5398
46 O -0.6075 2.3543 -3.4057
47 O 0.2811 1.0333 -1.8367
48 H -5.1866 -0.7839 -0.9538
49 H -2.9955 -1.0564 0.2370
50 H -3.2000 1.7911 -3.7075
51 F 0.4388 -1.4674 -3.4183
52 C 0.6327 -2.3261 -2.4022
53 F 0.1648 -1.7434 -1.2204
54 H 0.0050 -3.1990 -2.5509
55 C 5.0185 0.7737 -3.4759
56 N 4.1617 0.8458 -2.3216
57 C 3.5849 2.0706 -1.8247
58 C 2.5665 1.5214 -0.8592
59 O 1.8496 2.1764 -0.0826
60 N 2.5200 0.1919 -0.9126
61 C 3.4814 -0.2441 -1.8169
62 N 3.7018 -1.4832 -2.0754
63 H 5.0674 1.7555 -3.9439
64 H 4.6208 0.0692 -4.2113
65 H 6.0364 0.4661 -3.2192
66 H 3.0679 2.6501 -2.5964
67 H 4.3064 2.7159 -1.3168
68 H 1.6893 -2.5023 -2.2635
69 H 4.4651 -1.5885 -2.7345

Cartesian forces (eV/Å) of the 3 atoms listed first:
0.2 -1.0 0.8
-0.2 0.5 0.6
0.0 0.1 0.0

Summary:
- HOMO energy: -0.185 hartree
- Strongest force on any atom: 1.3 eV/A
- LUMO energy: 2.048 eV
- Energy relative to the best compared isomer or geometry (same formula, charge and spin): 0.0 kcal per mole
- Gap between HOMO and LUMO: 0.261 hartree
- Total charge: -1

Taken from the natural (NBO) analysis, the atomic charges in e are: 2.37 -0.80 0.41 -0.26 -0.17 -0.28 -0.14 -0.23 0.21 -0.48 -0.24 -0.24 -0.48 0.19 -0.23 -0.15 -0.28 -0.19 -0.23 0.40 -0.81 0.24 0.21 0.21 0.20 0.15 0.19 0.21 0.18 0.23 0.16 0.20 0.21 0.21 0.21 -0.75 0.73 -0.74 -0.05 -0.23 0.04 -0.49 0.07 -0.19 0.79 -0.60 -0.86 0.24 0.19 0.26 -0.32 0.43 -0.35 0.14 -0.41 -0.45 -0.30 0.68 -0.67 -0.71 0.60 -0.81 0.21 0.20 0.19 0.23 0.20 0.19 0.33


# C28H25F2Si

A cluster of 2 separate species, C28H25F2Si in total at a distorted geometry (the ωB97M-V functional and the def2-TZVPD basis, the OMol25 dataset).

Element x y z (Å)
1 F 3.9387 1.7084 -4.2112
2 C 3.6689 0.8278 -3.1884
3 C 4.7132 0.2968 -2.4394
4 C 4.4149 -0.6057 -1.3993
5 C 3.0821 -0.9496 -1.1436
6 C 2.0574 -0.4071 -1.9310
7 C 0.6216 -0.7113 -1.5754
8 C -0.4904 -0.0483 -2.3135
9 C -1.7414 -0.5669 -2.3385
10 C -2.7851 -0.0198 -3.1665
11 C -2.4767 0.9278 -4.1739
12 C -3.5087 1.4078 -4.9616
13 F -3.2167 2.3311 -5.9358
14 C -4.8355 1.0072 -4.8046
15 C -5.1206 0.0430 -3.8220
16 C -4.1161 -0.4672 -3.0148
17 C 2.3346 0.5032 -2.9494
18 H 5.7438 0.5662 -2.6775
19 H 5.2140 -1.0457 -0.7988
20 H 2.8331 -1.6474 -0.3362
21 H 0.4802 -1.8051 -1.5666
22 H -0.3183 0.9830 -2.6373
23 H -2.0002 -1.4307 -1.7153
24 H -1.4491 1.2541 -4.3319
25 H -5.6121 1.4249 -5.4363
26 H -6.1476 -0.2905 -3.6730
27 H -4.3225 -1.2172 -2.2438
28 H 1.5276 0.9501 -3.5245
29 C -0.0927 -2.9080 2.2155
30 Si 0.2244 -1.1000 2.1211
31 H 0.5017 -0.3080 -0.5981
32 C -1.1943 0.0147 2.4652
33 C -1.9957 0.6694 1.4988
34 C -3.0827 1.4443 1.9178
35 C -3.3730 1.5795 3.2870
36 C -2.5666 0.9434 4.2466
37 C -1.4729 0.1737 3.8420
38 C 1.8044 -0.4619 2.8008
39 C 2.6561 0.4849 2.1798
40 C 3.7797 0.9551 2.8670
41 C 4.0585 0.4986 4.1683
42 C 3.2262 -0.4580 4.7753
43 C 2.1186 -0.9583 4.0862
44 H -0.2494 -3.1722 3.2697
45 H -0.9837 -3.1759 1.6291
46 H 0.7588 -3.4760 1.8130
47 H -1.7663 0.5503 0.4374
48 H -3.7167 1.9431 1.1784
49 H -4.2208 2.1856 3.6146
50 H -2.7875 1.0374 5.3121
51 H -0.8412 -0.3246 4.5846
52 H 2.4294 0.8353 1.1689
53 H 4.4480 1.6816 2.3928
54 H 4.9236 0.8818 4.7137
55 H 3.4354 -0.8216 5.7845
56 H 1.4897 -1.7331 4.5378

Cartesian forces (eV/Å) of the 3 atoms listed first:
-0.1 -0.9 1.1
0.0 0.4 -0.5
0.0 -0.2 0.1

Summary:
- HOMO energy: -0.398 hartree
- Strongest force on any atom: 2.0 eV/A
- LUMO energy: -5.348 eV
- Gap between HOMO and LUMO: 0.201 hartree
- Total charge: +1

Taken from the natural (NBO) analysis, the atomic charges in e are: -0.32 0.41 -0.29 -0.18 -0.24 -0.01 -0.44 -0.18 -0.17 -0.07 -0.27 0.41 -0.32 -0.27 -0.18 -0.20 -0.25 0.25 0.23 0.20 0.23 0.21 0.20 0.23 0.24 0.23 0.21 0.23 -1.23 2.05 0.18 -0.65 -0.18 -0.20 -0.16 -0.22 -0.13 -0.57 -0.19 -0.20 -0.15 -0.21 -0.21 0.30 0.28 0.28 0.23 0.24 0.24 0.24 0.21 0.23 0.24 0.24 0.24 0.22


# C28H25F5IInN11OS

A structure of composition C28H25F5IInN11OS (the ωB97M-V functional and the def2-TZVPD basis, the OMol25 dataset).

Element x y z (Å)
1 In 1.1917 1.0464 0.2333
2 N -1.8302 2.1916 3.6276
3 C -1.1321 2.2433 2.4472
4 S 0.4700 2.8422 2.4526
5 N -1.8150 1.7831 1.4141
6 N -1.0756 1.7759 0.2777
7 C -1.6679 1.8380 -0.8521
8 C -3.1450 1.7416 -0.9974
9 C -3.7641 0.5248 -0.7296
10 C -5.1404 0.4020 -0.8505
11 C -5.9068 1.4988 -1.2267
12 C -5.2921 2.7160 -1.4867
13 C -3.9128 2.8358 -1.3765
14 C -0.8023 2.0896 -2.0295
15 C -1.2982 2.0371 -3.3208
16 C -0.4489 2.3571 -4.3710
17 C 0.8469 2.7491 -4.0948
18 C 1.2683 2.7645 -2.7720
19 N 0.4679 2.4321 -1.7627
20 H -1.4947 2.7917 4.3596
21 H -2.8298 2.0928 3.5348
22 H -3.1573 -0.3252 -0.4379
23 H -5.6154 -0.5507 -0.6476
24 H -6.9820 1.4031 -1.3234
25 H -5.8874 3.5749 -1.7740
26 H -3.4263 3.7811 -1.5868
27 H -2.3160 1.7205 -3.5003
28 H -0.8040 2.2893 -5.3915
29 H 1.5394 3.0114 -4.8833
30 H 2.2814 3.0302 -2.5118
31 C 1.3144 -2.3917 2.1838
32 N 0.4758 -1.1842 2.1314
33 C 0.3820 -0.6318 3.4984
34 N -0.1778 -1.6029 4.4514
35 C 0.6729 -2.7966 4.4391
36 N 0.7726 -3.3998 3.1062
37 C -0.5859 -3.7420 2.6670
38 N -1.4732 -2.5740 2.6285
39 C -0.8818 -1.5915 1.7091
40 C -1.5107 -1.9836 3.9714
41 H 2.3177 -2.1126 2.5098
42 H 1.3799 -2.8199 1.1826
43 H -0.2476 0.2531 3.4923
44 H 1.3819 -0.3474 3.8309
45 H 0.2611 -3.5342 5.1316
46 H 1.6731 -2.5189 4.7763
47 H -1.0025 -4.4802 3.3553
48 H -0.5342 -4.1789 1.6688
49 H -1.5195 -0.7051 1.6693
50 H -0.8189 -2.0283 0.7148
51 H -1.9439 -2.7085 4.6644
52 H -2.1402 -1.0923 3.9482
53 I 4.4610 2.3090 0.9915
54 C 2.9354 0.9213 1.5539
55 H 2.6458 1.2082 2.5589
56 H 3.3819 -0.0692 1.5369
57 N -1.7680 -1.0544 -4.9275
58 C -1.0095 -1.2158 -4.0618
59 N -0.1122 -1.4584 -3.1342
60 C 0.0533 -0.9506 -1.9879
61 N 0.2372 -0.5658 -0.8940
62 F 6.1902 -2.8018 -3.5043
63 C 5.3209 -1.9078 -3.0011
64 C 4.5470 -2.2102 -1.9020
65 F 4.6614 -3.4131 -1.3235
66 C 3.6575 -1.2850 -1.3884
67 F 2.9401 -1.6540 -0.3057
68 C 3.4773 0.0019 -1.9314
69 O 2.6669 0.9181 -1.5022
70 C 4.2920 0.2539 -3.0572
71 F 4.1927 1.4558 -3.6543
72 C 5.1832 -0.6584 -3.5736
73 F 5.9298 -0.3403 -4.6424

Cartesian forces (eV/Å) of the 3 atoms listed first:
0.4 0.2 -0.1
0.0 0.0 0.1
-0.1 0.0 -0.2

Summary:
- HOMO energy: -0.197 hartree
- Strongest force on any atom: 0.5 eV/A
- LUMO energy: 1.912 eV
- Energy relative to the best compared isomer or geometry (same formula, charge and spin): 9.1 kcal per mole
- Gap between HOMO and LUMO: 0.267 hartree
- Total charge: -1

Taken from the Löwdin analysis, the atomic charges in e are: 0.68 0.05 -0.93 0.60 0.00 -0.04 -0.20 -0.19 -0.02 -0.07 -0.10 -0.09 -0.03 -0.23 -0.01 -0.04 -0.03 -0.10 0.09 0.07 0.09 0.12 0.10 0.10 0.10 0.12 0.12 0.11 0.11 0.11 -0.17 -0.09 -0.17 -0.08 -0.18 -0.08 -0.18 -0.08 -0.19 -0.18 0.12 0.12 0.08 0.12 0.12 0.12 0.12 0.12 0.10 0.10 0.12 0.12 0.72 -0.81 -0.09 -0.05 0.08 -0.41 0.10 -0.30 0.12 0.09 -0.16 -0.15 0.11 -0.13 0.06 -0.30 -0.22 -0.13 0.09 -0.15 0.10